Entry 1:
The following is a DFT calculation (ωB97M-V/def2-TZVPD) of 2 unconnected molecules or ions with the total composition C10H16N2O3 in a non-equilibrium geometry.

Last column: natural (NBO) charge in e.
Cartesian coordinates (Å):
C  0.6282  -3.2008  -2.5251  -0.30
C  1.7331  -2.4130  -2.0412  -0.20
C  -0.5327  -3.2754  -1.7032  -0.19
C  1.5846  -1.7389  -0.8409  -0.32
C  -0.5536  -2.8044  -0.4083  -0.33
C  0.4192  -1.9319  0.0164  0.35
C  -1.6883  1.6752  -0.3742  -0.43
C  -1.2427  0.8935  0.8159  -0.52
C  -1.2140  3.1334  -0.1509  -0.05
C  0.2145  0.8219  0.9312  0.78
N  2.1527  0.9269  2.1475  -0.69
N  0.7375  1.0222  2.1348  -0.41
O  -1.9790  3.8230  0.7686  -0.72
O  0.9317  0.9852  -0.1714  -0.62
O  0.4112  -1.4720  1.1874  -0.79
H  0.5609  -3.8144  -3.4114  0.20
H  2.5623  -2.2912  -2.6945  0.20
H  -1.2110  -4.0575  -1.8809  0.19
H  2.3637  -1.1499  -0.4743  0.17
H  -1.4988  -2.9283  0.0949  0.20
H  -2.6817  1.7393  -0.5950  0.21
H  -1.0959  1.5044  -1.2576  0.24
H  -1.7046  1.2756  1.7451  0.23
H  -1.5396  -0.1465  0.8281  0.29
H  -0.2370  3.1802  0.3407  0.17
H  -1.2751  3.6153  -1.1264  0.16
H  2.4846  0.0046  1.7683  0.39
H  2.3960  1.0204  3.1635  0.38
H  0.2856  0.9853  3.0399  0.42
H  -2.8974  3.5849  0.6357  0.46
H  1.8853  1.0329  0.0374  0.52

## Properties
- total charge = 0
- energy above the lowest of the compared OMol25 structures with the same formula, charge and spin (eV) = 4.395
- HOMO level (eV) = -6.506
- max |F| (eV/A) = 4.52
- LUMO level (eV) = 0.234
- orbital gap (eV) = 6.74

***

Entry 2:
The following is a DFT calculation (ωB97M-V/def2-TZVPD) of a molecular structure, C10H16N2O5 in a non-equilibrium geometry.

Last column: natural (NBO) charge in e.
Cartesian coordinates (Å):
C  0.4005  0.8849  2.0192  -0.13
C  0.1572  0.5843  0.4671  0.65
C  1.4725  1.6671  2.4980  -0.43
C  1.5777  1.0098  4.1192  -0.45
C  0.2940  0.1540  4.2940  -0.26
C  -0.8837  -0.6550  -1.3580  -0.18
C  -1.4687  -1.9983  -1.5419  0.79
C  0.2362  -0.7043  -2.3919  -0.41
C  -0.3266  -0.7356  -3.8002  -0.52
C  -0.9000  0.6171  -4.3121  0.80
H  1.5360  -0.6877  2.7496  0.33
H  -0.6766  1.2923  2.1713  0.22
H  1.1363  2.6401  2.7194  0.22
H  2.3181  1.7842  1.9055  0.24
H  1.8988  1.9527  4.7376  0.23
H  2.5495  0.4022  4.3444  0.21
H  0.1593  -0.6889  5.0458  0.24
H  -0.7200  0.9562  4.2019  0.19
H  -0.4581  -1.4536  0.7778  0.42
H  -1.6375  0.1130  -1.6749  0.29
H  0.8661  0.2031  -2.0134  0.29
H  0.6926  -1.5669  -2.1935  0.20
H  -1.1566  -1.3842  -3.9231  0.27
H  0.4666  -0.9450  -4.4816  0.25
H  -1.9133  2.0635  -4.0637  0.50
H  0.0131  -3.2391  -0.5797  0.49
N  0.3372  -0.4355  2.8492  -0.62
N  -0.4555  -0.3977  0.0014  -0.58
O  0.4861  1.4874  -0.3256  -0.68
O  -2.3841  -2.1640  -2.3610  -0.55
O  -0.6804  1.2563  -5.4259  -0.59
O  -1.9997  1.2418  -3.4671  -0.73
O  -0.9370  -3.2545  -0.9879  -0.72

## Properties
- total charge = 0
- energy above the lowest of the compared OMol25 structures with the same formula, charge and spin (eV) = 7.854
- HOMO level (eV) = -9.646
- max |F| (eV/A) = 11.09
- LUMO level (eV) = 0.053
- orbital gap (eV) = 9.70

***

Entry 3:
The following is a DFT calculation (ωB97M-V/def2-TZVPD) of a single C10H16N2O5 molecule in a non-equilibrium geometry.

Last column: natural (NBO) charge in e.
Cartesian coordinates (Å):
O  -0.8621  -1.0953  -1.3496  -0.64
C  -2.0298  -0.7865  -1.4901  0.81
O  -2.8518  -1.7974  -1.8446  -0.67
C  -2.6978  0.5014  -1.3963  -0.53
C  -1.7598  1.7052  -1.0348  -0.39
C  -1.1065  1.6775  0.3316  -0.16
N  0.0251  0.7724  0.3675  -0.65
C  1.0409  0.8918  1.2814  0.68
O  1.0630  1.8304  2.0637  -0.63
C  2.1627  -0.0927  1.2252  -0.16
C  2.9374  -0.0009  -0.1191  -0.41
C  2.6417  -1.3572  -0.8525  -0.43
C  2.3672  -2.2963  0.3425  -0.22
N  1.7996  -1.4968  1.3963  -0.61
C  -1.9885  1.1917  1.4629  0.79
O  -2.1606  0.0568  1.8753  -0.61
O  -2.7803  2.1604  1.9082  -0.67
H  -2.1853  -2.5623  -1.8368  0.50
H  -3.4978  0.4124  -0.6016  0.26
H  -3.2426  0.7239  -2.2959  0.26
H  -0.9359  1.7554  -1.7598  0.23
H  -2.3402  2.6224  -1.0696  0.23
H  -0.7441  2.6638  0.6517  0.26
H  0.1444  0.0768  -0.3389  0.43
H  2.7886  0.2060  2.0866  0.22
H  3.9823  0.1280  0.0740  0.21
H  2.6843  0.8738  -0.7234  0.22
H  1.7648  -1.2398  -1.4903  0.21
H  3.4978  -1.6284  -1.4367  0.21
H  3.3198  -2.7514  0.7221  0.18
H  1.6721  -3.1722  0.1583  0.20
H  0.7653  -1.6115  1.3412  0.37
H  -3.4738  1.6385  2.3518  0.50

## Properties
- total charge = 0
- energy above the lowest of the compared OMol25 structures with the same formula, charge and spin (eV) = 0.767
- HOMO level (eV) = -8.751
- max |F| (eV/A) = 2.93
- LUMO level (eV) = 0.444
- orbital gap (eV) = 9.20

***

Entry 4:
The following is a DFT calculation (ωB97M-V/def2-TZVPD) of a single C10H16N2O7 molecule in a non-equilibrium geometry.

Last column: natural (NBO) charge in e.
Cartesian coordinates (Å):
N  -1.3168  -0.7599  2.1731  -0.89
C  -1.8035  -1.3234  0.8088  -0.14
C  -3.1891  -0.6948  0.3687  -0.42
C  -3.0187  0.5853  -0.5045  -0.56
C  -4.3895  1.2473  -0.4864  0.77
O  -5.3714  0.5201  -0.2440  -0.59
O  -4.4936  2.5236  -0.8392  -0.66
C  -0.7771  -1.1919  -0.3493  0.67
O  -1.0638  -1.0725  -1.5593  -0.65
N  0.4550  -1.2786  0.0690  -0.62
C  1.6190  -0.7317  -0.7557  -0.19
C  2.0275  0.7330  -0.7137  -0.42
C  2.6532  1.1762  0.6790  -0.51
C  3.8322  2.1921  0.2825  0.80
O  3.8926  3.3657  0.5001  -0.55
O  4.9136  1.5944  -0.4165  -0.70
C  2.9485  -1.5249  -0.4495  0.79
O  4.0996  -1.1745  -0.5268  -0.57
O  2.7544  -2.9164  -0.3620  -0.68
H  -1.3820  0.2853  2.3586  0.39
H  -1.7977  -1.3907  2.7815  0.38
H  -2.0121  -2.4436  0.9425  0.23
H  -3.6701  -1.4688  -0.2802  0.24
H  -3.8925  -0.5933  1.3134  0.24
H  -2.0462  1.3525  -0.2055  0.19
H  -2.6616  0.2741  -1.6554  0.32
H  -3.5739  3.0208  -0.7805  0.50
H  0.5210  -1.1492  1.0389  0.42
H  1.1857  -0.8716  -1.8257  0.30
H  2.9141  0.7580  -1.4342  0.23
H  1.2826  1.4479  -1.1545  0.24
H  1.8933  1.6247  1.2958  0.23
H  2.9913  0.3070  1.0951  0.21
H  4.6604  0.7185  -0.6771  0.49
H  1.8153  -3.1406  -0.4868  0.49

## Properties
- total charge = 0
- energy above the lowest of the compared OMol25 structures with the same formula, charge and spin (eV) = 2.876
- HOMO level (eV) = -10.364
- max |F| (eV/A) = 4.56
- LUMO level (eV) = -0.083
- orbital gap (eV) = 10.28

***

Entry 5:
The following is a DFT calculation (ωB97M-V/def2-TZVPD) of 2 unconnected molecules or ions with the total composition C10H16N2S in a non-equilibrium geometry.

Last column: natural (NBO) charge in e.
Cartesian coordinates (Å):
C  1.0753  0.6019  1.3729  0.20
C  -3.5657  -1.1608  0.6408  -0.42
C  -2.4385  -1.5804  -0.2697  -0.44
C  1.9185  -1.6293  -1.5803  -0.40
C  3.0331  -1.8942  -0.5787  -0.39
C  -2.2219  -0.5403  0.8711  -0.24
C  1.7028  -1.2674  -0.0999  -0.27
C  2.4840  2.3793  -0.2443  -0.44
C  -1.8908  0.9099  0.4103  -0.55
C  1.7242  0.1677  0.2141  0.27
N  0.6472  0.9832  2.3826  -0.30
N  2.6550  1.0193  -0.3850  -0.55
S  -0.6234  1.0040  -0.8612  -0.24
H  -4.3258  -0.4825  0.2191  0.20
H  -3.9998  -1.7181  1.4778  0.22
H  -2.1807  -2.6719  -0.0221  0.20
H  -2.1942  -1.2396  -1.2303  0.24
H  1.8735  -0.7413  -2.2858  0.22
H  1.1437  -2.3158  -1.8171  0.24
H  3.1090  -2.9207  -0.3988  0.23
H  3.9246  -1.2989  -0.7367  0.23
H  -1.6821  -0.8863  1.7263  0.21
H  1.0495  -1.7990  0.5114  0.25
H  2.0861  2.8566  -1.2181  0.21
H  1.6595  2.5686  0.5421  0.24
H  3.2079  3.0664  0.0649  0.21
H  -1.4616  1.3560  1.3318  0.24
H  -2.7081  1.3547  0.0003  0.22
H  3.1232  0.7605  -1.2634  0.41

## Properties
- total charge = 0
- energy above the lowest of the compared OMol25 structures with the same formula, charge and spin (eV) = 5.779
- HOMO level (spin up / spin down) (eV) = -7.726 / -7.665
- max |F| (eV/A) = 5.75
- LUMO level (spin up / spin down) (eV) = -0.776 / -0.809
- orbital gap (spin up / spin down) (eV) = 6.95 / 6.86

***

Entry 6:
The following is a DFT calculation (ωB97M-V/def2-TZVPD) of 2 unconnected molecules or ions with the total composition C10H16N3 in a non-equilibrium geometry.

Last column: natural (NBO) charge in e.
Cartesian coordinates (Å):
C  2.5615  2.2059  0.8582  -0.08
C  1.5263  3.0805  0.4806  -0.28
C  2.5759  0.8650  0.4943  -0.29
C  0.7125  2.5328  -0.4738  0.11
C  -0.5676  0.8395  -1.4747  -0.20
C  -1.6733  0.6568  -0.8017  0.09
C  1.5620  0.3467  -0.3831  0.47
C  -3.4620  1.6298  0.5377  -0.65
C  -3.1095  -0.9274  0.5145  -0.63
C  -2.6427  0.4221  0.0981  0.02
N  0.6047  1.2346  -0.7447  -0.34
N  1.4279  -0.9271  -0.7605  -0.77
N  3.5352  -3.0949  -0.6585  -1.09
H  3.2109  2.5057  1.6080  0.23
H  1.3026  4.0814  0.8472  0.26
H  3.3997  0.3094  0.8051  0.24
H  -0.0462  3.1485  -0.9828  0.23
H  -0.4982  0.8992  -2.6021  0.25
H  0.6055  -1.1051  -1.3085  0.42
H  -3.9501  2.0857  -0.4263  0.24
H  -2.8527  2.3698  1.0193  0.24
H  -4.4188  1.3714  1.0243  0.24
H  -3.1049  -1.7555  -0.1477  0.24
H  -4.2037  -0.6383  0.8525  0.23
H  -2.4788  -1.1829  1.3605  0.24
H  3.2810  -3.9729  -1.0703  0.38
H  2.2138  -1.5642  -0.5139  0.46
H  4.2431  -3.2833  0.0774  0.38
H  4.0570  -2.5981  -1.3700  0.37

## Properties
- total charge = +1
- energy above the lowest of the compared OMol25 structures with the same formula, charge and spin (eV) = 1.952
- HOMO level (eV) = -12.515
- max |F| (eV/A) = 3.32
- LUMO level (eV) = -3.285
- orbital gap (eV) = 9.23

***

Entry 7:
The following is a DFT calculation (ωB97M-V/def2-TZVPD) of a gas-phase ion, C10H16N3S (charge +1) in a non-equilibrium geometry.

Last column: natural (NBO) charge in e.
Cartesian coordinates (Å):
C  1.8625  -1.9095  1.6122  -0.43
N  0.5365  -1.3819  1.2171  -0.13
N  -0.5156  -2.0553  1.5863  -0.23
C  -1.5266  -1.4041  1.0786  0.09
C  -1.1018  -0.2191  0.4272  -0.19
C  0.2837  -0.2592  0.5699  0.20
C  1.4054  0.7110  0.1410  -0.32
C  2.1321  0.2756  -1.1796  -0.41
C  2.4510  1.5698  -1.9473  -0.42
C  1.1190  2.3455  -2.0041  -0.50
S  0.3696  2.2494  -0.3266  0.12
C  -2.2560  0.6524  0.1572  -0.22
N  -3.4207  -0.3255  0.2549  -0.50
C  -3.0129  -1.4206  1.2207  -0.23
H  2.6852  -1.4195  0.9439  0.23
H  2.1241  -1.8983  2.7226  0.25
H  1.7840  -3.0167  1.2570  0.24
H  2.0596  1.0881  0.8788  0.24
H  1.4789  -0.4789  -1.7671  0.22
H  3.0279  -0.3091  -0.9190  0.23
H  3.3297  2.0455  -1.4970  0.23
H  2.7474  1.3799  -3.0000  0.24
H  1.2855  3.3900  -2.1437  0.24
H  0.3351  1.8849  -2.6161  0.22
H  -2.3566  1.3097  0.9974  0.23
H  -2.3353  1.2759  -0.7502  0.26
H  -4.2784  0.1436  0.5984  0.45
H  -3.4265  -0.7674  -0.6681  0.44
H  -3.5651  -2.2795  0.9658  0.24
H  -3.2217  -1.1763  2.1896  0.23

## Properties
- total charge = +1
- energy above the lowest of the compared OMol25 structures with the same formula, charge and spin (eV) = 0.074
- HOMO level (eV) = -11.663
- max |F| (eV/A) = 3.75
- LUMO level (eV) = -3.121
- orbital gap (eV) = 8.54

***

Entry 8:
The following is a DFT calculation (ωB97M-V/def2-TZVPD) of a molecular structure, C10H16N4 in a non-equilibrium geometry.

Last column: natural (NBO) charge in e.
Cartesian coordinates (Å):
C  0.5813  1.2658  -0.4749  0.35
C  0.2089  0.0777  -1.3272  -0.48
C  0.0547  -1.0223  0.9518  -0.39
C  -1.3532  -1.6212  0.6837  -0.47
C  0.9372  -0.7303  -0.2636  -0.21
C  1.8181  0.5471  0.0733  -0.04
C  -2.3035  -0.5457  0.2106  0.32
C  2.1083  0.8232  1.5781  -0.61
C  2.9536  0.7448  -0.9803  -0.61
C  -3.3518  -0.9485  -0.7753  -0.70
N  -0.0976  2.1913  0.0115  -0.29
N  -1.3383  2.6003  -0.1922  0.00
N  -2.3272  1.9705  0.2002  -0.04
N  -2.0394  0.6425  0.6039  -0.38
H  -0.7895  0.0111  -1.4958  0.21
H  0.6435  -0.0526  -2.3760  0.23
H  -0.0725  -0.1328  1.5783  0.24
H  0.5709  -1.7247  1.5506  0.20
H  -1.2542  -2.4793  0.0322  0.21
H  -1.6066  -1.8727  1.6539  0.23
H  1.3897  -1.5720  -0.5410  0.20
H  2.8363  1.6333  1.6121  0.22
H  2.4723  -0.0037  2.0572  0.21
H  1.2074  0.9917  2.1155  0.23
H  2.6712  1.1375  -1.9968  0.22
H  3.4260  -0.1910  -1.0227  0.21
H  3.6422  1.4291  -0.6050  0.22
H  -4.3082  -1.1943  -0.1953  0.24
H  -2.9984  -1.8432  -1.1746  0.22
H  -3.6808  -0.1317  -1.4923  0.24

## Properties
- total charge = 0
- energy above the lowest of the compared OMol25 structures with the same formula, charge and spin (eV) = 5.307
- HOMO level (eV) = -8.297
- max |F| (eV/A) = 4.35
- LUMO level (eV) = 0.749
- orbital gap (eV) = 9.05